1.
{
  "formula": "C12H28AuN2O3Se2",
  "method": "wB97M-V/def2-TZVPD",
  "symbols": ["Au", "O", "C", "C", "C", "O", "C", "Se", "C", "Se", "H", "H", "H", "H", "H", "H", "H", "H", "H", "H", "C", "C", "N", "C", "C", "C", "C", "N", "H", "H", "H", "H", "H", "H", "H", "H", "H", "H", "H", "H", "H", "H", "C", "O", "H", "H", "H", "H"],
  "positions_angstrom": [[-0.813668, -0.591405, -0.696660], [-1.441804, 2.810170, -5.218473], [-0.129058, 2.647471, -4.683714], [-0.156320, 1.779189, -3.416490], [1.339016, 1.697191, -3.041079], [1.653390, 1.193014, -1.766985], [-0.949603, 2.565479, -2.345884], [-1.970795, 1.631770, -0.924789], [-0.818726, 0.430214, -3.790112], [0.041387, -1.260683, -3.213776], [-1.377301, 3.345976, -6.011433], [0.300380, 3.629023, -4.440023], [0.525653, 2.162705, -5.419523], [1.739833, 2.718018, -3.059766], [1.848165, 1.118669, -3.823094], [1.373501, 0.257084, -1.784356], [-1.718406, 3.154268, -2.842221], [-0.269341, 3.242737, -1.827584], [-0.913375, 0.353454, -4.873363], [-1.821322, 0.398653, -3.374804], [1.041432, -1.789565, 5.007958], [1.791705, -1.002373, 3.932792], [1.085408, -0.965425, 2.662895], [0.127712, 0.129705, 2.511930], [0.783671, 1.401009, 1.988156], [1.288460, -1.879036, 1.679311], [2.356983, -2.925610, 1.926673], [0.648126, -1.859744, 0.565669], [1.580139, -1.749360, 5.958022], [0.924714, -2.833787, 4.715026], [0.045216, -1.371177, 5.158425], [2.791952, -1.409745, 3.804074], [1.913067, 0.029495, 4.265261], [-0.333321, 0.305310, 3.487949], [-0.655148, -0.179420, 1.824598], [1.540895, 1.782786, 2.681676], [0.019876, 2.165707, 1.839448], [1.242894, 1.216445, 1.015117], [3.347356, -2.468555, 1.963611], [2.346739, -3.641544, 1.109029], [2.193075, -3.465658, 2.859512], [0.960234, -2.576666, -0.072591], [-4.093259, -2.014480, 0.970055], [-3.033141, -1.099088, 1.162970], [-4.412344, -2.054324, -0.075576], [-4.962555, -1.777013, 1.595917], [-3.723602, -2.998629, 1.256455], [-3.257891, -0.252253, 0.759766]],
  "atomic_forces_ev_per_a": [[0.32, 0.55, -0.42], [-0.01, -0.03, 0.02], [0.01, 0.04, 0.07], [-0.13, 0.01, 0.08], [-0.04, 0.01, -0.12], [0.02, -0.04, 0.03], [0.02, -0.17, 0.07], [0.03, -0.28, 0.19], [0.09, -0.18, -0.13], [-0.01, 0.05, 0.30], [0.02, 0.01, -0.03], [-0.05, 0.02, 0.00], [-0.03, 0.00, -0.04], [0.02, -0.02, -0.01], [0.03, -0.03, 0.03], [-0.07, 0.03, -0.01], [0.03, 0.05, -0.04], [0.02, 0.02, -0.04], [0.05, 0.05, -0.01], [-0.07, 0.11, -0.04], [0.04, 0.08, -0.05], [-0.17, -0.14, -0.01], [-0.01, -0.03, 0.15], [0.07, 0.13, -0.13], [-0.03, -0.04, 0.00], [0.22, -0.10, -0.08], [-0.03, 0.04, -0.01], [-0.27, 0.09, 0.00], [-0.03, -0.02, -0.01], [0.00, 0.00, 0.02], [0.01, -0.02, 0.00], [0.06, 0.02, -0.01], [0.06, 0.03, -0.03], [-0.01, -0.05, 0.01], [-0.08, -0.04, 0.03], [-0.01, -0.03, -0.02], [0.03, 0.00, -0.02], [-0.03, 0.02, 0.01], [-0.01, 0.01, 0.02], [0.00, -0.01, 0.00], [0.02, 0.02, 0.01], [0.05, -0.09, 0.06], [0.01, 0.12, -0.05], [-0.27, -0.14, 0.40], [0.03, -0.02, 0.00], [0.00, 0.00, -0.02], [0.00, 0.00, -0.01], [0.11, -0.02, -0.18]],
  "mulliken_charge": [0.441, -0.525, -1.363, 2.280, -1.472, -0.428, -1.337, -0.506, -1.301, -0.652, 0.318, 0.429, 0.487, 0.481, 0.374, 0.260, 0.395, 0.312, 0.391, 0.380, -1.023, -0.852, 0.292, -0.152, -0.941, 1.018, -1.572, -0.507, 0.383, 0.236, 0.309, 0.471, 0.300, 0.353, -0.174, 0.340, 0.371, 0.111, 0.286, 0.435, 0.297, 0.126, -0.672, -0.350, 0.269, 0.248, 0.243, 0.190],
  "multiplicity": 1,
  "total_charge": -1
}

2.
{
  "formula": "C12H28B2O7S3Sn",
  "method": "wB97M-V/def2-TZVPD",
  "symbols": ["Sn", "B", "H", "H", "H", "H", "B", "H", "H", "H", "H", "C", "C", "C", "O", "C", "C", "C", "O", "O", "O", "H", "H", "C", "S", "O", "C", "H", "H", "H", "H", "H", "H", "C", "S", "O", "C", "H", "H", "H", "H", "H", "H", "C", "S", "O", "C", "H", "H", "H", "H", "H", "H"],
  "positions_angstrom": [[0.461681, -0.158518, 0.063250], [3.750971, 0.037642, 0.339160], [4.487501, -0.610748, -0.109570], [3.059291, -0.576228, 0.895030], [4.257461, 0.732082, 0.991430], [3.262611, 0.643092, -0.408620], [1.215731, 2.736242, 1.185570], [1.623221, 2.780652, 0.187460], [0.258811, 2.237702, 1.185350], [1.879821, 2.124722, 1.776560], [1.187461, 3.748562, 1.557920], [-1.191379, -1.524918, -4.627710], [-0.488539, -1.071498, -3.410200], [0.880191, -0.213478, -3.637120], [1.576231, -0.044018, -2.635980], [1.152881, 0.264002, -4.963930], [0.447161, -0.269228, -6.022400], [-0.791389, -1.094288, -5.865890], [-1.485479, -1.631428, -6.841490], [0.930991, 0.128392, -7.164680], [-0.826669, -1.317718, -2.285610], [-2.126949, -2.054308, -4.523490], [2.068601, 0.815282, -5.118660], [-0.698029, 0.935482, 4.503280], [-2.007139, 0.751332, 3.174770], [-1.422699, -0.320058, 2.210430], [-3.186939, -0.216068, 4.179090], [-1.107799, 1.447572, 5.373890], [0.157491, 1.453382, 4.069710], [-0.370959, 0.009992, 4.977180], [-3.636349, 0.413472, 4.947080], [-2.566909, -1.033168, 4.547880], [-4.074379, -0.629448, 3.699850], [2.469581, -3.283098, 3.125400], [1.071611, -2.208768, 3.697480], [1.178491, -0.969018, 2.808310], [-0.322949, -3.285368, 3.231480], [3.306331, -2.722818, 2.708210], [2.052561, -3.907468, 2.335240], [2.965501, -3.820138, 3.933950], [-1.255269, -2.720768, 3.242370], [-0.537789, -4.143918, 3.867740], [-0.107509, -3.633128, 2.221160], [-2.999239, 1.636382, -2.769790], [-2.150449, 2.539452, -1.406030], [-1.674679, 1.550632, -0.358510], [-0.585419, 2.999512, -2.281940], [-2.697159, 2.000552, -3.751740], [-4.087019, 1.644522, -2.700630], [-2.643989, 0.606712, -2.810720], [0.086341, 2.141422, -2.304510], [-0.056929, 3.766982, -1.716460], [-0.688519, 3.313842, -3.320530]],
  "atomic_forces_ev_per_a": [[1.19, 1.40, -0.73], [0.04, 0.07, -0.23], [2.78, -2.75, -2.04], [-3.20, -2.66, 2.54], [1.75, 2.64, 2.88], [-2.14, 2.25, -3.14], [0.39, -0.50, -0.02], [1.51, 0.03, -4.09], [-4.45, -1.97, 0.03], [2.72, -2.25, 2.41], [-0.61, 3.96, 1.65], [1.31, 1.63, 4.05], [0.79, 0.40, -5.36], [-1.39, -0.33, -1.65], [0.15, 0.48, 1.72], [-0.42, -1.23, 3.93], [2.21, 2.92, -4.21], [-2.52, -3.41, -2.99], [2.13, 2.29, 0.95], [-2.05, -1.79, 1.28], [-0.72, -0.37, 3.92], [0.03, -0.21, -0.01], [-0.05, 0.02, -0.20], [-0.71, -0.08, 0.23], [1.74, -2.01, -1.02], [-1.33, 1.64, 1.36], [0.06, 0.06, 0.34], [-0.27, 0.72, -0.32], [-0.18, 0.03, -0.19], [-0.07, -0.52, -0.80], [0.56, 0.07, 0.42], [-0.29, 0.00, 0.40], [0.46, 0.12, -0.90], [-0.25, -0.05, -0.10], [1.42, 1.53, -0.36], [-0.67, -2.04, 0.97], [-0.15, 0.02, -0.83], [-0.59, 0.81, -0.21], [0.32, -0.29, 0.15], [-0.70, -0.41, 0.21], [0.32, 0.47, -0.24], [0.79, -0.01, 0.33], [-0.33, -0.02, -0.11], [0.67, -0.43, -0.34], [1.16, -0.37, -0.49], [-0.54, 0.02, -0.62], [0.02, -0.15, -0.05], [-0.02, 0.52, 0.13], [0.13, 0.21, 0.38], [0.07, -0.17, 0.47], [-0.21, -0.35, 0.16], [-0.33, -0.02, 0.24], [-0.52, 0.09, 0.09]],
  "mulliken_charge": [1.037, 1.507, -0.319, -0.849, -0.338, -0.387, 1.069, -0.309, -0.760, -0.312, -0.243, -0.680, 0.443, 0.451, -0.612, -0.806, 0.353, 0.464, -0.797, -0.777, -0.661, 0.327, 0.387, -0.822, 0.506, -0.536, -0.973, 0.453, 0.232, 0.195, 0.375, 0.183, 0.351, -0.901, 0.389, -0.619, -0.726, 0.285, 0.261, 0.343, 0.117, 0.395, 0.290, -0.809, 0.278, -0.399, -0.524, 0.374, 0.341, 0.132, -0.093, 0.337, 0.378],
  "multiplicity": 1,
  "total_charge": -2,
  "de_lowest_kj_mol": 505.5
}

3.
{
  "formula": "C12H28BI2NO2",
  "method": "wB97M-V/def2-TZVPD",
  "symbols": ["C", "C", "C", "N", "B", "C", "I", "C", "C", "I", "H", "H", "H", "H", "H", "H", "H", "H", "H", "H", "H", "H", "C", "C", "C", "O", "H", "H", "H", "H", "H", "H", "H", "H", "C", "C", "C", "O", "H", "H", "H", "H", "H", "H", "H", "H"],
  "positions_angstrom": [[2.551302, 0.103476, -0.840746], [1.512470, 0.922571, -1.536468], [1.776371, 2.394973, -1.612514], [0.450904, 0.406901, -2.017752], [-0.684912, 0.182223, -1.227937], [-2.153918, 0.198002, -1.819896], [-2.492394, -1.749177, -2.651271], [-3.148566, 0.612390, -0.700904], [-4.322831, 1.429754, -1.231576], [-3.873574, -1.025467, 0.448598], [3.563363, 0.398979, -1.114672], [2.379546, -0.961818, -0.951425], [2.450298, 0.317335, 0.229465], [0.927973, 2.889504, -2.075883], [2.701892, 2.624473, -2.136859], [1.831740, 2.755996, -0.581317], [-0.537996, 0.008757, -0.044134], [-2.260987, 0.919482, -2.625905], [-2.565816, 1.239889, -0.028181], [-3.947419, 2.117160, -1.991902], [-5.094643, 0.792065, -1.656644], [-4.746603, 2.033423, -0.430782], [5.392082, -2.391055, -1.696993], [5.768735, -1.383802, -2.772609], [5.106410, -1.717514, -4.100703], [7.185084, -1.329543, -2.926097], [5.728621, -3.393637, -1.973906], [5.871508, -2.138587, -0.750706], [4.312995, -2.423398, -1.542508], [5.467900, -0.382626, -2.458115], [5.434883, -2.699695, -4.451070], [5.385155, -0.986903, -4.859943], [4.018905, -1.730484, -4.011823], [7.484371, -2.201577, -3.205977], [-3.685012, 0.607166, 6.250133], [-4.323688, 0.857252, 4.892159], [-5.297718, -0.251843, 4.524118], [-3.319934, 0.981620, 3.888015], [-3.118040, -0.327855, 6.234911], [-2.990360, 1.409660, 6.498824], [-4.437160, 0.540788, 7.037475], [-4.848039, 1.814110, 4.906565], [-4.774006, -1.209871, 4.460666], [-5.744838, -0.057990, 3.549213], [-6.094695, -0.342527, 5.263822], [-2.839359, 0.147420, 3.843256]],
  "atomic_forces_ev_per_a": [[0.09, 0.00, 0.23], [0.58, -0.70, -0.74], [-0.55, 0.00, 0.24], [-0.28, 1.04, 1.36], [-0.09, -0.53, -0.89], [-0.08, -0.31, 0.97], [0.11, 0.08, -0.62], [0.02, 0.23, -0.92], [0.18, -0.05, 0.23], [-0.05, 0.17, 0.67], [0.05, -0.11, -0.05], [0.05, -0.02, -0.24], [-0.02, 0.11, 0.01], [0.08, 0.03, -0.20], [0.07, 0.02, 0.07], [0.29, 0.08, -0.01], [-0.09, 0.28, 0.02], [0.07, -0.19, -0.22], [-0.12, -0.14, 0.30], [-0.09, 0.02, -0.08], [-0.03, 0.06, -0.12], [-0.19, -0.10, 0.03], [0.05, 0.08, 0.18], [-0.04, -0.45, -0.15], [0.01, 0.15, -0.06], [0.00, 0.19, 0.07], [-0.05, 0.00, -0.09], [-0.02, 0.04, 0.00], [-0.01, -0.03, -0.02], [0.11, 0.04, 0.00], [-0.04, -0.04, 0.05], [-0.01, 0.02, 0.01], [0.00, -0.02, 0.00], [0.00, 0.01, 0.00], [0.06, 0.14, 0.02], [0.08, -0.42, 0.09], [-0.09, 0.08, -0.11], [0.01, 0.25, 0.01], [-0.06, -0.04, 0.00], [-0.02, 0.02, 0.00], [0.00, -0.02, 0.00], [0.05, 0.04, -0.07], [0.01, 0.00, 0.07], [0.00, 0.02, 0.00], [0.01, -0.02, 0.01], [-0.05, -0.01, -0.07]],
  "mulliken_charge": [-1.066, 0.802, -1.258, -0.491, 0.482, -0.635, 0.014, -0.233, -1.400, 0.088, 0.309, 0.227, 0.360, 0.349, 0.378, 0.322, -0.160, 0.372, 0.395, 0.384, 0.368, 0.383, -1.159, 0.549, -1.231, -0.563, 0.404, 0.294, 0.269, 0.078, 0.344, 0.334, 0.333, 0.357, -1.238, 0.345, -1.122, -0.507, 0.319, 0.313, 0.367, 0.251, 0.292, 0.260, 0.386, 0.334],
  "multiplicity": 1,
  "total_charge": 0,
  "de_lowest_kj_mol": 0.0
}

Frontier orbital gap, respectively: 5.4; 4.3; 8.7 eV.